{"formula": "C33H34BF4N7O2PRuS", "method": "the ωB97M-V functional and the def2-TZVPD basis", "species": ["Ru", "C", "C", "C", "C", "C", "C", "C", "C", "C", "S", "C", "N", "H", "H", "H", "H", "H", "H", "H", "H", "N", "C", "C", "C", "C", "C", "C", "P", "C", "C", "C", "C", "C", "C", "C", "C", "C", "C", "C", "C", "H", "H", "H", "H", "H", "H", "H", "H", "H", "H", "H", "H", "H", "H", "H", "H", "O", "N", "O", "F", "B", "F", "F", "F", "C", "C", "C", "C", "N", "C", "N", "N", "N", "H", "H", "H", "H", "H", "H", "H", "H", "H", "H"], "positions_angstrom": [[0.814, -0.092, -0.158], [2.419, 2.527, -1.561], [2.507, 2.611, -0.068], [3.218, 3.709, 0.476], [3.322, 3.857, 1.819], [2.742, 2.898, 2.676], [2.818, 3.008, 4.079], [2.262, 2.037, 4.862], [1.638, 0.926, 4.272], [1.537, 0.797, 2.903], [0.739, -0.572, 2.220], [2.074, 1.806, 2.079], [1.953, 1.695, 0.712], [3.404, 2.299, -1.972], [2.082, 3.479, -1.977], [1.742, 1.748, -1.871], [3.671, 4.418, -0.204], [3.849, 4.700, 2.250], [3.324, 3.863, 4.513], [2.307, 2.114, 5.941], [1.215, 0.146, 4.894], [-0.807, 1.831, -0.165], [-0.761, 2.563, -1.383], [-0.770, 3.951, -1.396], [-0.663, 4.635, -2.599], [-0.552, 3.938, -3.795], [-0.525, 2.549, -3.779], [-0.613, 1.859, -2.578], [-0.409, 0.063, -2.387], [-2.116, -0.552, -2.372], [-3.207, 0.282, -2.578], [-4.495, -0.238, -2.532], [-4.695, -1.584, -2.278], [-3.605, -2.425, -2.080], [-2.322, -1.911, -2.125], [0.235, -0.456, -4.005], [-0.568, -0.995, -5.006], [-0.013, -1.313, -6.240], [1.336, -1.093, -6.478], [2.144, -0.572, -5.474], [1.598, -0.263, -4.238], [-1.598, 1.184, -0.110], [-0.841, 2.421, 0.657], [-0.870, 4.494, -0.461], [-0.674, 5.718, -2.602], [-0.480, 4.472, -4.734], [-0.416, 2.000, -4.707], [-3.059, 1.337, -2.769], [-5.343, 0.421, -2.673], [-5.701, -1.980, -2.225], [-3.762, -3.477, -1.875], [-1.468, -2.556, -1.956], [-1.624, -1.154, -4.829], [-0.640, -1.733, -7.017], [1.762, -1.340, -7.442], [3.200, -0.416, -5.652], [2.228, 0.119, -3.441], [3.084, -1.043, 0.694], [3.651, -0.788, -0.345], [2.937, -0.286, -1.235], [-3.432, -1.677, 1.655], [-2.799, -0.478, 1.339], [-1.607, -0.826, 0.544], [-3.576, 0.342, 0.495], [-2.400, 0.241, 2.459], [-1.922, -5.816, -0.364], [-0.702, -6.409, 0.336], [0.250, -7.061, -0.663], [-0.013, -5.362, 1.212], [0.469, -4.200, 0.468], [-0.097, -3.011, 0.347], [0.657, -2.294, -0.456], [1.717, -3.064, -0.805], [1.604, -4.216, -0.265], [-2.455, -6.591, -0.916], [-1.627, -5.045, -1.084], [-2.619, -5.371, 0.351], [-1.043, -7.177, 1.036], [0.652, -6.330, -1.367], [-0.277, -7.828, -1.234], [1.095, -7.533, -0.156], [0.840, -5.796, 1.731], [-0.716, -4.980, 1.950], [-1.017, -2.687, 0.816]], "mulliken_spin": [1.086, -0.002, -0.005, -0.003, 0.000, -0.003, 0.006, -0.002, 0.012, 0.001, -0.063, 0.017, -0.023, 0.001, 0.001, 0.008, 0.001, 0.000, 0.001, 0.000, 0.001, 0.073, -0.034, 0.011, -0.001, 0.004, -0.002, 0.000, 0.010, 0.006, 0.000, -0.001, 0.000, -0.001, 0.000, -0.007, 0.000, 0.000, 0.001, 0.000, 0.002, -0.012, -0.003, 0.000, 0.000, 0.000, 0.000, 0.000, 0.000, 0.000, 0.000, 0.000, 0.000, 0.000, 0.000, 0.000, 0.002, -0.003, -0.030, -0.033, 0.000, -0.012, -0.001, -0.001, 0.001, 0.000, 0.000, 0.000, 0.000, 0.001, 0.014, -0.022, 0.002, -0.003, 0.000, 0.000, 0.000, 0.000, 0.000, 0.000, 0.000, 0.000, 0.000, 0.002], "de_lowest_ev": 3.058, "total_charge": 0, "max_force_ha_per_bohr": 0.03965, "spin_multiplicity": 2, "homo_energy_ev": [-7.27, -7.36]}



{"formula": "C33H34CoN9O2", "method": "the ωB97M-V functional and the def2-TZVPD basis", "species": ["Co", "C", "C", "C", "C", "C", "N", "C", "C", "C", "N", "C", "C", "C", "C", "C", "C", "C", "C", "N", "C", "C", "C", "N", "C", "C", "C", "C", "O", "C", "O", "H", "H", "H", "H", "H", "H", "H", "H", "H", "H", "H", "H", "H", "H", "H", "H", "H", "H", "H", "H", "H", "H", "H", "H", "H", "H", "H", "H", "N", "C", "C", "C", "C", "C", "N", "H", "H", "H", "H", "H", "H", "N", "C", "C", "C", "N", "C", "N"], "positions_angstrom": [[-0.117, -0.004, -0.253], [-1.784, 2.085, 6.321], [-1.671, 1.378, 5.006], [-2.614, 0.446, 4.604], [-2.463, -0.319, 3.440], [-3.484, -1.220, 3.076], [-3.312, -2.382, 2.429], [-2.213, -3.293, 2.676], [-1.578, -3.917, 1.427], [-2.574, -4.288, 0.323], [-2.629, -3.202, -0.626], [-2.818, -3.333, -1.930], [-2.389, -2.390, -2.879], [-2.772, -2.543, -4.227], [-2.280, -1.733, -5.230], [-2.672, -1.937, -6.659], [-1.371, -0.739, -4.887], [-0.929, -0.543, -3.571], [0.087, 0.443, -3.343], [0.768, 0.587, -2.262], [1.856, 1.530, -2.265], [1.829, 2.463, -1.059], [2.077, 1.751, 0.275], [0.893, 1.137, 0.851], [0.594, 1.457, 2.073], [-0.458, 0.995, 2.912], [-0.611, 1.636, 4.156], [-1.343, -0.079, 2.549], [-1.217, -0.753, 1.489], [-1.457, -1.344, -2.516], [-1.116, -1.214, -1.284], [-2.796, 2.028, 6.715], [-1.501, 3.130, 6.221], [-1.113, 1.626, 7.047], [-3.472, 0.251, 5.231], [-4.507, -0.949, 3.311], [-4.160, -2.835, 2.118], [-2.594, -4.102, 3.315], [-1.445, -2.758, 3.234], [-1.035, -4.804, 1.747], [-0.853, -3.221, 1.007], [-3.568, -4.494, 0.736], [-2.245, -5.195, -0.192], [-2.173, -2.329, -0.347], [-3.308, -4.233, -2.282], [-3.475, -3.328, -4.465], [-3.517, -2.614, -6.738], [-1.840, -2.358, -7.222], [-2.932, -0.988, -7.121], [-0.965, -0.109, -5.666], [0.332, 1.069, -4.209], [1.846, 2.126, -3.186], [2.790, 0.955, -2.240], [0.876, 2.992, -1.024], [2.611, 3.210, -1.199], [2.488, 2.481, 0.984], [2.827, 0.966, 0.124], [1.227, 2.209, 2.551], [0.117, 2.379, 4.446], [1.540, -2.262, -1.992], [1.640, -2.493, -0.673], [2.162, -3.724, -0.221], [2.333, -3.941, 1.120], [1.994, -2.917, 2.004], [1.469, -1.754, 1.496], [1.253, -1.532, 0.188], [1.850, -2.947, -2.653], [1.226, -1.356, -2.300], [2.434, -4.469, -0.952], [2.737, -4.873, 1.484], [2.140, -3.022, 3.065], [1.212, -0.954, 2.172], [-1.316, 1.302, -0.509], [-1.890, 2.281, -0.783], [-2.487, 3.438, -1.170], [-3.801, 3.761, -0.813], [-4.882, 4.021, -0.526], [-1.733, 4.304, -1.973], [-1.080, 4.989, -2.623]], "mulliken_spin": [0.935, 0.001, 0.002, -0.005, 0.000, 0.002, 0.000, 0.002, -0.003, 0.000, -0.001, 0.001, 0.002, -0.004, 0.001, 0.003, -0.003, 0.006, 0.019, 0.047, 0.007, -0.001, -0.007, -0.012, -0.004, 0.002, -0.005, 0.008, 0.057, -0.006, 0.003, 0.000, 0.000, 0.000, 0.000, 0.000, 0.000, 0.000, 0.000, 0.000, 0.001, 0.000, 0.000, -0.001, 0.000, 0.000, 0.000, 0.000, 0.000, 0.000, 0.000, 0.001, 0.000, 0.001, 0.000, 0.000, 0.000, 0.001, 0.000, 0.001, -0.003, -0.001, 0.001, 0.000, 0.001, -0.006, 0.000, -0.002, 0.000, 0.000, 0.000, -0.001, -0.029, -0.003, -0.002, -0.001, -0.001, -0.001, -0.001], "de_lowest_ev": 0.000, "total_charge": 1, "max_force_ha_per_bohr": 0.06388, "spin_multiplicity": 2, "homo_energy_ev": [-9.41, -9.38]}



{"formula": "C33H34FeN9O2S3Sb", "method": "the ωB97M-V functional and the def2-TZVPD basis", "species": ["Fe", "N", "C", "S", "N", "N", "C", "C", "C", "C", "C", "C", "C", "C", "C", "C", "C", "C", "N", "H", "H", "H", "H", "H", "H", "H", "H", "H", "H", "H", "N", "C", "C", "C", "C", "C", "C", "S", "O", "O", "N", "C", "N", "C", "C", "C", "N", "H", "H", "H", "H", "H", "H", "H", "H", "H", "C", "Sb", "C", "C", "H", "H", "H", "H", "H", "H", "H", "H", "H", "S", "C", "N", "C", "C", "C", "C", "C", "C", "H", "H", "H", "H", "H"], "positions_angstrom": [[-0.040, 0.094, 0.128], [-1.869, -3.901, -0.465], [-1.113, -2.779, -0.488], [-1.929, -1.226, -0.562], [0.172, -2.854, -0.443], [0.824, -1.674, -0.477], [1.853, -1.577, -1.291], [2.416, -2.723, -2.018], [2.704, -3.926, -1.370], [3.229, -4.989, -2.081], [3.449, -4.880, -3.447], [3.169, -3.688, -4.098], [2.663, -2.614, -3.389], [2.307, -0.238, -1.577], [3.590, 0.040, -2.060], [3.914, 1.336, -2.398], [2.950, 2.330, -2.256], [1.712, 1.979, -1.747], [1.390, 0.739, -1.401], [-2.826, -3.803, -0.760], [-1.409, -4.770, -0.690], [2.526, -4.017, -0.309], [3.472, -5.909, -1.567], [3.824, -5.725, -4.006], [3.340, -3.591, -5.161], [2.421, -1.692, -3.899], [4.298, -0.769, -2.161], [4.901, 1.575, -2.766], [3.157, 3.352, -2.535], [0.937, 2.723, -1.611], [-5.205, 4.267, 5.508], [-4.097, 3.884, 4.812], [-3.283, 4.834, 4.174], [-2.197, 4.433, 3.427], [-1.895, 3.084, 3.329], [-2.664, 2.134, 3.978], [-3.768, 2.523, 4.704], [-0.436, 2.591, 2.470], [0.226, 3.762, 1.966], [0.330, 1.716, 3.328], [-0.833, 1.612, 1.198], [-1.509, 2.168, 0.181], [-1.337, 1.530, -0.989], [-1.977, 2.003, -2.048], [-2.783, 3.124, -1.973], [-2.898, 3.714, -0.719], [-2.280, 3.245, 0.350], [-5.321, 5.235, 5.747], [-5.651, 3.600, 6.112], [-3.512, 5.885, 4.282], [-1.563, 5.145, 2.920], [-2.376, 1.096, 3.921], [-4.380, 1.791, 5.212], [-1.826, 1.458, -2.972], [-3.301, 3.509, -2.836], [-3.513, 4.590, -0.554], [-2.860, -1.011, 2.580], [-0.684, -1.082, 2.529], [-0.254, -0.881, 4.646], [-0.657, -3.255, 2.712], [-3.224, -0.996, 3.606], [-3.227, -1.906, 2.083], [-3.220, -0.137, 2.041], [-1.152, -1.112, 5.213], [0.091, 0.120, 4.870], [0.524, -1.601, 4.883], [-1.161, -3.487, 3.647], [0.362, -3.625, 2.758], [-1.181, -3.737, 1.896], [3.648, 2.122, 2.200], [2.292, 1.757, 1.230], [1.913, 0.521, 1.184], [2.738, -0.270, 1.959], [2.646, -1.651, 2.138], [3.558, -2.278, 2.961], [4.577, -1.563, 3.593], [4.702, -0.201, 3.410], [3.772, 0.437, 2.600], [1.793, 2.555, 0.711], [1.884, -2.213, 1.618], [3.490, -3.345, 3.116], [5.276, -2.085, 4.230], [5.499, 0.356, 3.878]], "mulliken_spin": [1.520, -0.006, 0.029, -0.158, -0.014, -0.067, 0.018, -0.008, -0.004, 0.000, 0.002, 0.000, -0.002, -0.004, 0.001, 0.000, 0.003, 0.005, 0.024, 0.001, 0.001, -0.001, 0.000, 0.000, 0.000, 0.000, -0.001, 0.000, 0.000, 0.000, 0.000, 0.000, 0.000, 0.000, 0.000, 0.000, 0.000, 0.001, 0.000, -0.006, -0.093, 0.000, 0.040, 0.012, 0.002, -0.001, 0.002, 0.000, 0.000, 0.000, 0.000, -0.003, 0.000, -0.001, 0.001, 0.000, -0.012, -0.172, -0.059, -0.038, -0.004, -0.001, 0.001, -0.007, 0.004, 0.000, -0.008, 0.002, 0.004, 0.000, -0.006, -0.009, 0.015, 0.004, -0.005, -0.001, -0.002, -0.004, -0.001, 0.007, 0.000, 0.000, 0.000], "de_lowest_ev": 1.046, "total_charge": 1, "max_force_ha_per_bohr": 0.05717, "spin_multiplicity": 2, "homo_energy_ev": [-10.12, -10.12]}